{
  "formula": "C7H12",
  "method": "ωB97M-V/def2-TZVPD",
  "symbols": ["C", "C", "C", "C", "C", "C", "C", "H", "H", "H", "H", "H", "H", "H", "H", "H", "H", "H", "H"],
  "xyz": [[1.1010, 0.5784, 1.8579], [0.9726, -0.6653, 0.9518], [0.7260, -0.2656, -0.4596], [-0.5674, 0.0815, -0.8630], [-1.7388, -0.3168, -0.1810], [-2.8663, 0.4377, -0.1470], [1.8961, -0.0200, -1.3413], [0.6523, 0.3401, 2.8221], [0.5775, 1.4484, 1.4704], [2.1450, 0.8089, 2.0421], [1.8484, -1.3129, 1.0065], [0.1515, -1.3143, 1.2742], [-0.7212, 0.8022, -1.6632], [-1.7456, -1.2762, 0.3226], [-3.6787, 0.1634, 0.5132], [-3.0010, 1.3770, -0.6717], [2.0234, 1.0401, -1.5810], [1.8529, -0.6297, -2.2420], [2.8001, -0.2370, -0.7685]],
  "forces_ev_per_angstrom": [[-0.1, -0.3, 0.5], [-0.4, -1.1, -0.5], [0.3, 0.5, 0.0], [-0.6, 0.3, 0.1], [0.2, -0.4, -0.2], [-0.4, 0.3, 0.1], [0.5, 0.1, 0.9], [0.1, 0.0, 0.0], [0.1, 0.1, -0.1], [0.1, 0.2, -0.2], [0.2, 0.3, 0.0], [-0.1, 0.3, 0.2], [0.3, -0.1, -0.1], [0.1, 0.2, 0.4], [-0.1, -0.2, -0.1], [0.3, -0.1, -0.1], [-0.5, 0.0, -0.4], [0.0, 0.1, -0.2], [0.0, -0.3, -0.3]],
  "energy_ev": -7444.3258,
  "total_charge": 1,
  "lumo_energy_ev": [-4.8, -7.4],
  "homo_lumo_gap_ev": [9.32, 8.52],
  "multiplicity": 2
}